Entry 1:
# C32H66NO17S7

A 9-piece molecular cluster, C32H66NO17S7 overall (the ωB97M-V functional and the def2-TZVPD basis, OMol25).

Output
* molecular weight: 961.34 g/mol
* HOMO energy: -11.4 eV
* electronic energy: -146375.8599 eV
* net charge: +1

Positions of all 123 atoms, in Å:
C1 15.1500 17.5770 16.6920
H1 19.2090 16.1910 14.2820
H2 20.0730 17.9950 15.4770
H3 20.9390 24.9160 12.8350
C2 13.4070 16.8660 9.0470
H4 20.9630 15.4550 14.1980
H5 20.0630 24.0570 8.5120
H6 22.2760 19.0130 12.3830
O1 19.1180 17.9900 12.3280
H7 18.5080 22.6810 4.5290
H8 20.7720 19.5620 13.1680
S1 14.9650 18.9340 9.5180
H9 17.7040 23.4620 6.7540
H10 22.3470 26.0150 10.5000
H11 14.1820 26.2920 8.9220
C3 19.6690 23.0430 18.1350
H12 13.7920 19.0620 15.2560
C4 20.4270 20.9490 16.8370
C5 14.8390 18.6080 15.6200
H13 24.6880 20.1670 9.5470
H14 22.8240 18.3180 10.3760
H15 21.1650 21.7980 8.7200
O2 19.5600 22.1220 13.7670
H16 23.4090 18.3040 8.7980
C6 23.2360 21.0830 8.3960
C7 20.8550 17.3580 15.2260
H17 20.0160 20.5330 17.6230
H18 15.3570 16.6150 10.4550
H19 17.5240 21.0150 12.4070
C8 22.0380 18.0940 14.5090
C9 13.8560 19.0980 8.2650
O3 16.1530 21.8590 7.7540
C10 13.8960 25.9180 9.9730
H20 21.6340 21.1060 7.1740
H21 19.8900 24.0960 17.8920
H22 14.0900 16.8440 16.8090
H23 12.0450 18.5580 9.1860
H24 19.6410 26.4280 9.4920
H25 14.2290 17.6310 11.1400
H26 15.5520 19.5800 15.7110
H27 19.2680 22.5760 6.5710
H28 13.4930 20.1480 8.4150
C11 20.3430 16.4600 14.1180
C12 20.6260 26.0170 9.4450
H29 19.7530 22.5550 19.0350
H30 12.4320 24.3260 10.7450
S2 21.3050 19.4430 8.9050
H31 23.8190 20.7090 7.6530
H32 16.3480 15.8900 17.0080
H33 22.3560 19.0150 15.2130
H34 19.6300 25.4880 11.7410
H35 14.7200 25.8280 11.8230
H36 21.0870 27.0210 11.3210
H37 23.3560 20.6270 10.8410
H38 17.8440 20.3590 4.1100
C13 16.1850 16.6520 16.2960
H39 22.8170 17.5160 14.3890
S3 20.4640 17.4050 12.6130
S4 20.4890 23.8010 10.7900
O4 21.5800 23.0550 11.0870
C14 17.2050 20.1250 6.0800
H40 12.3260 17.8700 7.5410
C15 18.2480 22.5550 6.4890
C16 21.4930 18.8550 13.1680
O5 16.2210 18.6910 8.9660
O6 20.8990 18.5500 7.8880
C17 15.1040 25.7300 10.8490
N1 17.8080 20.4790 11.5350
H41 16.2750 20.3500 5.4850
H42 17.6790 19.1820 6.4910
C18 20.7380 24.5120 9.1240
C19 18.1460 20.7680 4.9340
C20 14.3980 17.3670 10.1610
O7 13.8520 17.5110 13.5900
H43 16.7040 15.9740 14.0470
H44 21.4300 20.3380 16.8230
H45 17.3620 19.5770 11.4830
S5 17.4180 21.2990 7.3580
C21 23.6300 20.2920 9.6540
H46 21.7720 24.1700 8.6770
O8 20.4550 19.5960 10.0420
C22 14.2520 23.4490 10.1400
H47 21.2240 26.6130 8.6210
O9 19.8030 20.7930 15.6280
C23 15.7940 16.2840 14.8260
H48 17.6360 20.8340 10.7390
H49 21.8630 22.8170 17.3080
C24 20.7060 22.4100 17.1350
O10 14.8910 19.8750 10.5650
H50 14.4740 22.9660 9.1250
O11 21.1390 16.5450 11.6790
C25 21.1770 26.1820 10.8840
H51 21.1100 16.7440 16.0650
C26 19.8130 21.9450 15.0090
C27 13.1580 24.4640 9.8950
C28 17.9390 22.2300 5.1370
O12 16.1020 18.5050 13.2020
H52 13.1920 26.5920 10.1770
O13 16.2320 23.5390 11.7690
C29 20.5060 25.2170 11.7970
H53 12.9320 16.2240 9.6690
H54 17.0170 22.4900 4.8300
H55 15.3690 18.1090 17.7130
H56 18.8390 20.3880 11.6170
H57 14.4340 18.8380 7.3610
S6 15.7410 24.1170 10.5350
C30 12.7440 18.0700 8.5190
C31 22.9260 18.9430 9.5050
H58 23.3830 22.0810 8.5310
C32 21.7540 20.9290 8.1610
H59 19.0070 20.3430 5.2670
H60 17.0850 16.9240 16.0150
O14 16.6980 24.3310 9.4460
O15 20.4040 22.9070 15.8220
H61 15.7860 26.6180 10.7240
O16 18.2700 20.6930 8.3430
H62 18.5590 23.0790 17.7630
H63 12.9120 24.4470 8.7940
H64 14.1020 16.2930 8.4660
H65 14.1760 22.7920 10.9010
S7 15.1550 17.7810 14.1190
H66 14.9170 15.6390 14.8710
O17 19.1820 23.1490 10.6430

=====

Entry 2:
# C32H67F6N11O12S2

A 13-piece molecular cluster, C32H67F6N11O12S2 overall (the ωB97M-V functional and the def2-TZVPD basis, OMol25).

Output
* molecular weight: 976.07 g/mol
* HOMO energy: -8.5 eV
* electronic energy: -113201.9473 eV

Positions of all 130 atoms, in Å:
H1 -12.1497 7.0706 8.4968
H2 -11.0532 4.6256 4.9778
H3 -15.6388 2.1163 2.9678
C1 -10.9815 -1.7629 2.4872
C2 -8.5702 6.1480 8.2983
H4 -13.8244 8.3112 9.1195
H5 -14.7866 7.8481 -0.0962
H6 -10.1127 -0.5398 10.7166
H7 -10.5031 -2.4974 8.0476
O1 -17.3012 6.8984 3.3460
H8 -7.9324 5.3232 7.9804
O2 -14.9987 9.5258 7.9898
C3 -17.9020 6.7800 4.4358
H9 -10.7039 2.5837 3.2297
H10 -6.2678 7.7740 8.2559
C4 -17.0711 6.6984 5.7378
N1 -9.4633 1.8748 0.3805
H11 -16.9383 7.6900 6.1704
H12 -14.2148 -1.8399 4.6214
H13 -13.2281 7.8424 5.1556
H14 -7.8902 -3.3985 10.4324
H15 -19.7887 5.9710 3.9361
H16 -10.7394 -0.7772 4.8846
C5 -9.8150 -2.8975 8.8082
C6 -16.6036 1.7017 2.6755
H17 -11.7288 7.0690 6.8534
C7 -16.9903 -0.5796 3.5879
O3 -16.7241 -1.7872 3.6168
O4 -9.4706 -4.0630 8.9187
C8 -7.2655 8.1019 8.5477
N2 -9.2237 -1.9800 9.6211
H18 -15.2039 -1.2713 1.7258
H19 -7.9378 8.7833 6.2820
H20 -9.9411 4.7844 3.7759
C9 -9.7925 -0.6872 9.6851
H21 -13.8319 -0.0442 9.1996
H22 -6.9022 2.4889 3.9718
H23 -17.3427 2.1182 3.3598
F1 -14.0926 5.5538 4.3049
O5 -4.7110 0.5460 3.0053
H24 -10.7647 -1.8039 1.4198
H25 -8.4791 -2.1138 1.7204
H26 -9.9079 5.8189 4.9269
H27 -19.7437 7.6796 3.8936
H28 -8.4998 6.1436 9.3860
C10 -10.1981 2.2452 1.2034
H29 -7.2194 1.9629 1.6799
H30 -14.4830 0.1440 2.0386
H31 -12.0710 2.1088 2.1576
C11 -13.8254 8.3031 0.1432
C12 -8.1216 -2.3350 10.4904
C13 -15.4563 -0.2112 1.7002
H32 -19.8060 6.7422 5.4999
S1 -11.3567 2.6430 6.9152
C14 -14.0821 8.7603 8.1479
O6 -12.0631 1.4705 7.4315
S2 -13.5873 3.3266 5.7754
F2 -9.0514 3.0106 5.6389
H33 -7.4374 8.0476 9.6227
C15 -8.5203 -2.0519 2.8189
H34 -6.3180 1.1650 5.0198
H35 -14.0013 -0.9647 10.7718
C16 -11.1560 2.6949 2.2441
H36 -7.3456 -1.6684 10.1142
H37 -11.5238 -0.8322 2.6543
H38 -12.2722 9.2033 5.3924
F3 -15.6804 4.0926 4.3817
O7 -7.5070 -2.0974 3.4823
N3 -10.5724 5.2861 4.3840
N4 -12.7322 -2.2215 7.2515
C17 -9.6743 2.0042 6.2550
H39 -16.1113 6.2723 5.4456
H40 -13.8462 5.3968 0.9880
C18 -6.3433 1.3350 1.5175
C19 -14.4218 -0.7448 9.7906
C20 -13.0617 5.9324 0.4534
H41 -11.4531 3.7427 2.1998
F4 -13.7621 3.6680 3.1869
H42 -12.7472 8.7669 2.3700
C21 -13.4017 -1.6836 6.4666
F5 -9.8728 1.1309 5.3423
H43 -11.1739 5.9457 3.9115
H44 -7.3090 9.1886 8.4758
C22 -12.4241 7.7403 2.1379
H45 -17.6036 6.1594 6.5214
C23 -11.9647 7.7539 7.6679
H46 -7.7013 1.0098 3.9498
N5 -16.7543 0.4097 10.0769
N6 -12.9798 7.3301 0.9197
H47 -9.0927 0.1092 9.4318
H48 -10.6859 -0.6256 9.0638
H49 -16.8699 1.9341 1.6444
F6 -9.0441 1.3747 7.2754
H50 -11.7216 -2.4807 2.8411
H51 -13.3917 8.3816 -0.8537
H52 -13.6368 -0.1911 5.0457
C24 -19.4085 6.8301 4.4887
H53 -11.0345 8.2941 7.8444
C25 -14.1932 -1.0642 5.3869
H54 -8.2926 -1.9878 11.5094
H55 -6.8653 0.4227 1.2290
C26 -6.6947 1.4204 4.0294
C27 -5.7993 1.0328 2.8280
H56 -12.2635 5.3031 0.8470
H57 -14.0438 9.3576 5.6088
H58 -15.2282 -0.9401 5.7055
H59 -14.4922 -1.7349 9.3404
H60 -15.7095 0.0369 0.6695
H61 -17.7726 -0.1362 4.2232
H62 -9.3237 -1.6298 5.3598
N7 -13.1373 8.4738 7.2283
H63 -13.9050 9.2435 0.6885
C28 -15.6972 -0.1226 9.9532
N8 -8.2122 7.4084 7.7845
C29 -8.4571 7.8361 6.4948
O8 -10.9785 3.5966 7.9422
C30 -14.2934 4.2457 4.3087
H64 -9.5866 5.8005 8.1132
N9 -16.4200 0.2574 2.6558
N10 -9.8059 -1.9167 3.3064
O9 -14.0266 4.0900 6.9711
H65 -5.7000 1.6442 0.6937
O10 -11.6982 7.0986 2.8868
O11 -9.0532 7.1247 5.6448
H66 -10.8258 -2.5304 5.1375
O12 -14.1528 1.9713 5.6814
C31 -13.1711 8.7293 5.7867
H67 -13.0852 5.7739 -0.6247
N11 -12.0413 3.4832 5.5508
C32 -10.2144 -1.7212 4.7382